23
Properties=species:S:1:pos:R:3 method="wB97M-V/def2-TZVPD" fmax_ha_per_bohr=0.0912 homo_lumo_gap_ev="6.0 / 5.6" e_homo_ev="-9.40 / -13.03" spin_multiplicity=3 charge=+1 s_squared=2.02
C 0.7244 2.6779 1.4010
C 2.8885 2.3156 0.9567
C 1.3742 0.8015 0.3389
C -1.6050 -0.7735 0.3886
C 1.0240 -0.5723 -0.1353
C -0.4428 -0.8167 -0.6378
N 1.9642 3.0885 1.4836
N 0.3976 1.5378 0.8035
N 2.6400 1.1650 0.2515
N -2.6767 -1.1572 -0.5346
N -0.6885 -2.0042 -1.4044
Br 2.4702 -1.1401 -1.3843
Br 1.2465 -1.6777 1.6693
Br -0.7181 0.6432 -2.0120
H -0.0802 3.2709 1.5757
H 3.8916 2.6216 0.8143
H -1.6669 0.3130 0.8069
H -1.5033 -1.6520 1.0385
H -2.8280 -0.4124 -1.1824
H -3.5442 -1.1682 0.0194
H -0.4733 -2.8660 -0.8847
H -0.1748 -2.1513 -2.3292
H -2.2190 -2.0436 -1.0430

115
Properties=species:S:1:pos:R:3 method="wB97M-V/def2-TZVPD" fmax_ha_per_bohr=0.0108 homo_lumo_gap_ev=8.5 e_homo_ev=-8.30 spin_multiplicity=1
Bi -1.5087 -1.1684 -0.4469
C 0.8614 3.7343 3.3197
C 0.0706 2.5652 3.8788
C -0.0788 2.6081 5.3818
O -1.2150 2.5414 3.2713
C -1.3693 1.3772 2.4664
C 0.0614 0.8237 2.3631
O 0.6880 1.3426 3.5271
C 0.2966 -0.7034 2.3216
O 0.1244 -1.1620 0.9983
C 1.7893 -0.9997 2.5724
C 2.1856 -2.2323 3.0832
C 3.5262 -2.5885 3.1409
C 4.5014 -1.7093 2.6918
C 4.1200 -0.4726 2.1889
C 2.7791 -0.1260 2.1228
C -0.5821 -1.4197 3.3452
C -1.6499 -2.2256 2.9785
C -2.4906 -2.7935 3.9300
C -2.2727 -2.5589 5.2770
C -1.1925 -1.7726 5.6623
C -0.3538 -1.2167 4.7093
C -2.0110 1.7507 1.1172
O -2.2744 0.5479 0.4318
C -1.0793 2.7236 0.3804
C -0.0197 2.2786 -0.4036
C 0.8838 3.1690 -0.9706
C 0.7375 4.5333 -0.7680
C -0.3152 4.9948 0.0138
C -1.2065 4.0991 0.5859
C -3.4084 2.3660 1.2939
C -4.0926 2.7159 0.1293
C -5.3788 3.2199 0.1854
C -6.0113 3.3798 1.4158
C -5.3440 3.0245 2.5745
C -4.0471 2.5177 2.5158
H 0.2737 4.6495 3.3985
H 1.0866 3.5605 2.2654
H 1.7953 3.8554 3.8704
H -0.5854 3.5283 5.6741
H 0.9021 2.5729 5.8571
H -0.6704 1.7535 5.7113
H -2.0326 0.6599 2.9599
H 0.5415 1.2188 1.4664
H 1.4379 -2.9259 3.4488
H 3.8086 -3.5547 3.5402
H 5.5480 -1.9837 2.7350
H 4.8705 0.2273 1.8411
H 2.5095 0.8400 1.7195
H -1.8357 -2.4467 1.9364
H -3.3150 -3.4199 3.6122
H -2.9309 -2.9891 6.0211
H -0.9986 -1.5954 6.7133
H 0.4908 -0.6155 5.0192
H 0.1271 1.2214 -0.5753
H 1.7056 2.7868 -1.5705
H 1.4372 5.2296 -1.2135
H -0.4396 6.0567 0.1859
H -2.0107 4.4720 1.2061
H -3.5995 2.5777 -0.8271
H -5.8945 3.4889 -0.7284
H -7.0176 3.7766 1.4645
H -5.8282 3.1426 3.5362
H -3.5383 2.2615 3.4342
N 0.1564 -4.1664 0.7322
C 1.3112 -4.5279 0.0442
C 1.9607 -5.7299 0.3574
C 3.0860 -6.1310 -0.3306
C 3.6026 -5.3512 -1.3629
C 2.9610 -4.1739 -1.6917
C 1.8212 -3.7480 -1.0068
P 0.9290 -2.2672 -1.5915
C 0.3870 -2.8150 -3.2534
C -0.8209 -3.5140 -3.2868
C -1.3329 -3.9973 -4.4817
C -0.6412 -3.7816 -5.6652
C 0.5706 -3.1039 -5.6406
C 1.0853 -2.6279 -4.4426
C 2.2301 -1.0131 -1.8226
C 3.2849 -0.9733 -0.9078
C 4.2626 0.0046 -1.0055
C 4.2035 0.9505 -2.0213
C 3.1455 0.9310 -2.9196
C 2.1525 -0.0324 -2.8123
H 0.0818 -3.1662 0.9311
H -0.0011 -4.7113 1.5668
H 1.5671 -6.3422 1.1613
H 3.5715 -7.0604 -0.0594
H 4.4863 -5.6622 -1.9037
H 3.3440 -3.5696 -2.5065
H -1.3590 -3.7080 -2.3629
H -2.2687 -4.5418 -4.4885
H -1.0422 -4.1441 -6.6030
H 1.1231 -2.9478 -6.5588
H 2.0376 -2.1130 -4.4428
H 3.3417 -1.7113 -0.1142
H 5.0720 0.0246 -0.2870
H 4.9758 1.7044 -2.1078
H 3.0867 1.6731 -3.7066
H 1.3101 -0.0115 -3.4910
C -2.9737 1.3084 -5.7418
Si -1.6028 1.9185 -4.6470
C 0.0115 1.9919 -5.5747
C -2.0213 3.5720 -3.9130
C -1.3849 0.7248 -3.2666
C -1.2027 0.0036 -2.3035
H -3.1905 2.0347 -6.5298
H -3.8854 1.1562 -5.1593
H -2.7112 0.3586 -6.2133
H -0.0939 2.5545 -6.5058
H 0.3663 0.9873 -5.8201
H 0.7755 2.4850 -4.9668
H -1.9974 4.3578 -4.6729
H -1.3126 3.8307 -3.1229
H -3.0198 3.5584 -3.4674

Please write out number 1 again, unchanged.
23
Properties=species:S:1:pos:R:3 method="wB97M-V/def2-TZVPD" fmax_ha_per_bohr=0.0912 homo_lumo_gap_ev="6.0 / 5.6" e_homo_ev="-9.40 / -13.03" spin_multiplicity=3 charge=+1 s_squared=2.02
C 0.7244 2.6779 1.4010
C 2.8885 2.3156 0.9567
C 1.3742 0.8015 0.3389
C -1.6050 -0.7735 0.3886
C 1.0240 -0.5723 -0.1353
C -0.4428 -0.8167 -0.6378
N 1.9642 3.0885 1.4836
N 0.3976 1.5378 0.8035
N 2.6400 1.1650 0.2515
N -2.6767 -1.1572 -0.5346
N -0.6885 -2.0042 -1.4044
Br 2.4702 -1.1401 -1.3843
Br 1.2465 -1.6777 1.6693
Br -0.7181 0.6432 -2.0120
H -0.0802 3.2709 1.5757
H 3.8916 2.6216 0.8143
H -1.6669 0.3130 0.8069
H -1.5033 -1.6520 1.0385
H -2.8280 -0.4124 -1.1824
H -3.5442 -1.1682 0.0194
H -0.4733 -2.8660 -0.8847
H -0.1748 -2.1513 -2.3292
H -2.2190 -2.0436 -1.0430